Arrangement P

{
  "formula": "C24H42O3PdSiTe",
  "method": "the ωB97M-V functional and the def2-TZVPD basis",
  "gap_ev": 5.7,
  "e_homo_ev": -13.86,
  "lumo_energy_ev": -8.17,
  "charge": 2,
  "symbols": ["Pd", "C", "C", "C", "O", "C", "O", "O", "H", "H", "H", "H", "H", "H", "H", "C", "C", "C", "C", "Si", "C", "C", "C", "C", "C", "C", "C", "C", "H", "H", "H", "H", "H", "H", "H", "H", "H", "H", "H", "H", "H", "H", "H", "H", "H", "H", "H", "H", "H", "H", "H", "H", "H", "H", "H", "C", "Te", "C", "C", "C", "C", "C", "C", "C", "H", "H", "H", "H", "H", "H", "H", "H"],
  "coordinates": [[-0.99291, -0.12514, -0.19286], [-4.65062, 0.63269, -1.19466], [-4.68864, 0.94194, 0.24115], [-5.95370, 1.21035, 0.94797], [-3.59724, 1.44611, 0.70291], [-3.84478, -1.88215, 0.92133], [-4.97833, -2.08622, 0.90858], [-2.70629, -1.64731, 0.92903], [-4.86196, 1.59229, -1.68581], [-5.41751, -0.08317, -1.48340], [-3.66479, 0.29325, -1.51714], [-6.25887, 2.20479, 0.59612], [-5.84234, 1.23490, 2.03359], [-6.73196, 0.49598, 0.68628], [-3.71580, 1.79006, 1.61065], [1.97797, 0.06657, -2.33998], [1.87254, -1.42000, -1.99557], [1.22424, -2.08701, -3.21728], [3.29735, -1.95561, -1.77838], [0.84561, -1.67992, -0.36970], [0.06699, -3.48085, -0.26300], [-1.08180, -3.53038, -1.27899], [1.23043, -4.40989, -0.60948], [-0.43702, -3.76972, 1.14943], [1.70061, -1.10878, 1.26263], [2.73651, -2.12332, 1.75965], [2.39465, 0.24642, 1.03523], [0.63363, -0.86797, 2.34859], [2.56883, 0.17874, -3.25383], [2.47952, 0.62802, -1.55953], [0.99781, 0.50523, -2.53238], [1.79725, -1.80641, -4.10560], [0.19971, -1.74281, -3.37397], [1.22398, -3.17320, -3.17824], [3.86782, -1.78188, -2.69601], [3.33063, -3.02452, -1.57748], [3.81863, -1.43782, -0.97421], [-0.74292, -3.41422, -2.30380], [-1.83728, -2.76879, -1.07463], [-1.58837, -4.50115, -1.22225], [1.57037, -4.31376, -1.63515], [0.88926, -5.44485, -0.48695], [2.07664, -4.28362, 0.06667], [-1.12015, -3.02038, 1.52986], [0.37865, -3.89875, 1.85801], [-0.98734, -4.71833, 1.13466], [3.50633, -2.33469, 1.01810], [2.28892, -3.06742, 2.06596], [3.23720, -1.70435, 2.63828], [3.25276, 0.17411, 0.36809], [2.76591, 0.62200, 1.99330], [1.70350, 0.99547, 0.63902], [0.16425, -1.78307, 2.70092], [-0.16163, -0.18632, 2.00266], [1.09929, -0.38386, 3.21196], [1.11864, 3.17297, -1.16692], [-0.85732, 2.36597, -1.06791], [-0.98338, 3.35036, 0.83748], [0.21130, 4.26862, 0.90820], [0.29546, 5.22940, 1.91348], [1.39216, 6.06934, 1.98191], [2.41369, 5.95410, 1.04645], [2.32902, 5.00862, 0.04034], [1.22077, 4.16828, -0.03980], [1.23042, 3.64074, -2.14353], [1.84295, 2.37472, -1.08443], [-0.96967, 2.59354, 1.62265], [-1.91814, 3.90880, 0.89153], [-0.49922, 5.31897, 2.64438], [1.44846, 6.82096, 2.75727], [3.27128, 6.61094, 1.09628], [3.11802, 4.93238, -0.69772]],
  "lowdin_charge": [0.2039, 0.0406, -0.3003, 0.0556, 0.1261, -0.3787, 0.2671, 0.1298, 0.1499, 0.1243, 0.0831, 0.1489, 0.1236, 0.1235, 0.1788, -0.1225, -0.6030, -0.0893, -0.0649, 0.9100, -0.5920, -0.0848, -0.0667, -0.0902, -0.6106, -0.0630, -0.0910, -0.0942, 0.1043, 0.0438, 0.0342, 0.0992, 0.0827, 0.0686, 0.1045, 0.0750, 0.0694, 0.0604, 0.0472, 0.1012, 0.0632, 0.1111, 0.0799, 0.0378, 0.0770, 0.1033, 0.0768, 0.0709, 0.1040, 0.0772, 0.1002, 0.0471, 0.0668, 0.0434, 0.0995, -0.3801, 1.3779, -0.4121, -0.2918, -0.0316, -0.0531, -0.0497, -0.0215, -0.2830, 0.0760, 0.0223, 0.0489, 0.0566, 0.1197, 0.1162, 0.1173, 0.1255]
}



Arrangement Q

{
  "formula": "C24H42O3PdSiTe",
  "method": "the ωB97M-V functional and the def2-TZVPD basis",
  "gap_ev": 4.8,
  "e_homo_ev": -13.59,
  "lumo_energy_ev": -8.81,
  "charge": 2,
  "symbols": ["Pd", "C", "C", "C", "O", "C", "O", "O", "H", "H", "H", "H", "H", "H", "H", "C", "C", "C", "C", "Si", "C", "C", "C", "C", "C", "C", "C", "C", "H", "H", "H", "H", "H", "H", "H", "H", "H", "H", "H", "H", "H", "H", "H", "H", "H", "H", "H", "H", "H", "H", "H", "H", "H", "H", "H", "C", "Te", "C", "C", "C", "C", "C", "C", "C", "H", "H", "H", "H", "H", "H", "H", "H"],
  "coordinates": [[0.08612, 0.33634, -0.44502], [-2.41457, 1.31209, -2.82149], [-1.14296, 1.70021, -3.47163], [-1.14293, 2.36765, -4.79009], [-0.24720, 2.07130, -2.64515], [-0.36484, -1.02056, -3.56454], [-0.20715, -1.19357, -4.69955], [-0.36062, -1.19826, -2.41283], [-3.01226, 2.21922, -2.67945], [-2.21840, 0.84949, -1.85485], [-2.98924, 0.62530, -3.44580], [-1.55763, 3.37500, -4.65915], [-1.76674, 1.83834, -5.50931], [-0.13605, 2.45533, -5.20585], [0.33395, 2.73640, -3.07375], [-3.60190, -1.05335, 2.63191], [-3.19758, -0.69478, 1.22873], [-4.08758, 0.32110, 0.55486], [-2.83136, -1.86064, 0.31966], [-1.22121, 0.32173, 1.48128], [-0.13146, -0.69691, 2.73804], [-0.20258, -2.19457, 2.42373], [1.33074, -0.25460, 2.51582], [-0.54085, -0.41248, 4.18410], [-1.51090, 2.22293, 1.80496], [-1.94521, 2.89138, 0.49573], [-0.11509, 2.76731, 2.17270], [-2.48723, 2.50725, 2.94230], [-4.59969, -1.51393, 2.59689], [-3.68377, -0.17903, 3.28011], [-2.93795, -1.78482, 3.08625], [-5.05864, -0.15245, 0.35132], [-3.68780, 0.64501, -0.40532], [-4.29301, 1.18384, 1.18356], [-3.75620, -2.31932, -0.06086], [-2.28253, -2.64150, 0.84037], [-2.25896, -1.54603, -0.55482], [0.00495, -2.39054, 1.36789], [-1.16672, -2.62852, 2.68436], [0.55357, -2.71905, 3.01477], [1.64880, -0.45848, 1.48678], [1.98222, -0.82949, 3.18207], [1.48975, 0.80051, 2.73071], [-1.58652, -0.65302, 4.37657], [-0.37041, 0.63186, 4.45259], [0.06448, -1.03099, 4.85483], [-1.26028, 2.63053, -0.32385], [-1.91714, 3.97910, 0.61799], [-2.96124, 2.62301, 0.20738], [0.63371, 2.50336, 1.41724], [0.21764, 2.40890, 3.14675], [-0.15599, 3.86095, 2.22582], [-3.51358, 2.24700, 2.68647], [-2.47009, 3.57990, 3.16422], [-2.21315, 1.97919, 3.85727], [4.32419, -0.10878, -0.47749], [2.53943, 0.41749, -1.55132], [2.71693, -1.57932, -2.33428], [4.15312, -1.97833, -2.13224], [4.69629, -3.05563, -2.82406], [6.02435, -3.40104, -2.63352], [6.80795, -2.67845, -1.74461], [6.26478, -1.61783, -1.03832], [4.93506, -1.26071, -1.23326], [4.08505, -0.38466, 0.54932], [4.98518, 0.75451, -0.44767], [2.42617, -1.61070, -3.38307], [2.04071, -2.22303, -1.77193], [4.07962, -3.61802, -3.51590], [6.45193, -4.22655, -3.18670], [7.84996, -2.93724, -1.61216], [6.88055, -1.05633, -0.34547]],
  "lowdin_charge": [0.2149, 0.0359, -0.3030, 0.0541, 0.0995, -0.4312, 0.2720, 0.1146, 0.1521, 0.0607, 0.1308, 0.1485, 0.1249, 0.1264, 0.1783, -0.0722, -0.5368, -0.0979, -0.1010, 0.9570, -0.6276, -0.0905, -0.1113, -0.0649, -0.6307, -0.0982, -0.1025, -0.0602, 0.1131, 0.0836, 0.0654, 0.1069, 0.0458, 0.0671, 0.0990, 0.0680, 0.0451, 0.0777, 0.0668, 0.1008, 0.0255, 0.1021, 0.0625, 0.0700, 0.0762, 0.1060, 0.0455, 0.1023, 0.0624, 0.0651, 0.0748, 0.0993, 0.0697, 0.1058, 0.0805, -0.3730, 1.3534, -0.3978, -0.2930, -0.0272, -0.0536, -0.0525, -0.0233, -0.2921, 0.0638, 0.0658, 0.0582, 0.0639, 0.1215, 0.1159, 0.1167, 0.1244]
}



Relative calculated energies, zero for the most stable structure, unit kJ/mol: arrangement P 0.0; arrangement Q 201.9.



Arrangement P

{
  "formula": "C3H8FNS",
  "method": "the ωB97M-V functional and the def2-TZVPD basis",
  "gap_ev": [7.9, 7.8],
  "e_homo_ev": [-7.29, -7.14],
  "lumo_energy_ev": [0.61, 0.67],
  "symbols": ["C", "C", "C", "N", "F", "S", "H", "H", "H", "H", "H", "H", "H", "H"],
  "coordinates": [[0.63703, 1.33513, 0.00932], [0.82959, 0.12389, -0.69810], [-0.94270, -1.52956, 0.17924], [-1.48062, -0.59422, 1.19980], [-0.13908, -2.39800, 0.88060], [-1.89854, -1.77777, -1.29260], [-0.15978, 1.15399, 0.74697], [0.32736, 2.19219, -0.51190], [1.40646, 1.60160, 0.75027], [0.61084, -0.03268, -1.70040], [1.63656, -0.44100, -0.35818], [-1.66789, -1.07123, 2.08805], [-2.45812, -0.41767, 0.84490], [-0.90090, -2.39067, -2.05905]],
  "lowdin_charge": [-0.1961, -0.0822, -0.7460, 0.0058, -0.0385, 0.7353, 0.0530, 0.0549, 0.0850, 0.0230, 0.0368, 0.0826, 0.0728, -0.0864]
}



Arrangement Q

{
  "formula": "C3H8FNS",
  "method": "the ωB97M-V functional and the def2-TZVPD basis",
  "gap_ev": 9.2,
  "e_homo_ev": -9.03,
  "lumo_energy_ev": 0.19,
  "symbols": ["C", "C", "C", "N", "F", "S", "H", "H", "H", "H", "H", "H", "H", "H"],
  "coordinates": [[-0.00631, -1.72228, -1.15626], [-1.42993, 1.37941, -0.03358], [0.60548, -1.68403, 0.30129], [0.39691, 2.70264, 0.92421], [1.65891, -0.75576, 0.36014], [-1.23064, 2.89236, 0.49820], [0.24699, -0.68538, -1.56908], [0.45850, -2.56796, -1.62721], [-1.01754, -1.78487, -1.16319], [1.07295, -2.67285, 0.55596], [-2.44081, 1.31771, -0.56225], [-0.01209, -1.41706, 1.10834], [0.87986, 3.19197, 1.66201], [0.81772, 1.80611, 0.70141]],
  "lowdin_charge": [-0.0615, -0.4110, -0.2354, -0.3494, -0.1115, 0.8124, 0.0912, 0.0563, 0.0158, 0.1115, -0.0379, 0.0754, 0.0290, 0.0150]
}



Relative calculated energies, zero for the most stable structure, unit kJ/mol: arrangement P 53.3; arrangement Q 0.0.